[1]
A cluster of 4 separate species, C24H32F24NO6P2S in total. Source: the Open Molecules 2025 dataset; level of theory: ωB97M-V/def2-TZVPD.

CARTESIAN COORDINATES (ANGSTROEM)
1 C 0.66726 -2.18272 -4.44796
2 C 1.74974 -1.25166 -5.02348
3 C 1.64306 0.11938 -4.39122
4 O 2.59637 1.06628 -4.92651
5 C 3.87726 0.95767 -4.38030
6 P 4.89700 1.58278 -5.73671
7 C 4.36149 3.20114 -6.25134
8 C 4.47272 4.35699 -5.24380
9 C 5.77325 4.44267 -4.45754
10 O 5.80863 5.72454 -3.90506
11 C 7.00462 6.00536 -3.20145
12 N 6.51072 1.52332 -5.39088
13 C 6.94775 1.27198 -4.26982
14 O 7.36157 1.06093 -3.21579
15 P 4.67533 0.21897 -7.50008
16 S 6.38024 -0.12364 -8.30681
17 H -0.15337 -1.60622 -4.02142
18 H 0.26909 -2.83452 -5.22364
19 H 1.07061 -2.82167 -3.66233
20 H 2.73517 -1.69542 -4.84079
21 H 1.64168 -1.17089 -6.10886
22 H 1.76944 0.06288 -3.30443
23 H 0.66609 0.56011 -4.58599
24 H 4.19523 -0.07707 -4.18658
25 H 4.01073 1.53931 -3.45760
26 H 4.86579 3.42141 -7.19811
27 H 3.30376 3.02724 -6.48651
28 H 4.38556 5.28643 -5.80898
29 H 3.62279 4.33469 -4.55960
30 H 5.79222 3.69754 -3.64276
31 H 6.64211 4.27074 -5.11065
32 H 7.81802 6.23482 -3.89667
33 H 6.81493 6.86982 -2.57046
34 H 7.30411 5.16471 -2.56501
35 H 3.94423 -0.84234 -6.94840
36 H 3.74450 0.95800 -8.24409
37 C -2.35073 -1.60089 -0.40770
38 C -2.46395 -0.83332 -1.72630
39 C -3.07908 0.56970 -1.68838
40 F -4.36415 0.51700 -1.29486
41 F -3.03004 1.09000 -2.93716
42 F -3.06669 -1.57733 -2.67034
43 F -1.16712 -0.61573 -2.14431
44 O -3.33365 -2.57888 -0.15736
45 C -4.50438 -2.29371 0.47528
46 C -5.72355 -2.64039 -0.39312
47 F -5.67091 -1.95426 -1.55241
48 F -6.83854 -2.27742 0.27432
49 F -4.56109 -1.00612 0.88099
50 F -4.58703 -3.06760 1.57680
51 H -1.42544 -2.16766 -0.49368
52 H -2.22670 -0.91874 0.43326
53 H -2.51306 1.21650 -1.01263
54 H -5.74226 -3.71217 -0.59691
55 C -5.34391 2.31821 5.03745
56 C -3.99009 1.88011 4.46895
57 C -3.97775 0.68231 3.51509
58 F -4.39137 -0.43966 4.12744
59 F -2.68660 0.47765 3.11868
60 F -3.09531 1.68541 5.45416
61 F -3.55288 2.92402 3.69630
62 O -5.64835 1.87488 6.34014
63 C -6.29592 0.69723 6.58113
64 C -5.46142 -0.23346 7.47696
65 F -4.27814 -0.50342 6.88956
66 F -6.13676 -1.38952 7.64027
67 F -6.66813 0.07626 5.44799
68 F -7.41884 0.98008 7.27984
69 H -5.26204 3.40032 5.12797
70 H -6.14692 2.10410 4.33140
71 H -4.59414 0.87219 2.63640
72 H -5.29129 0.23793 8.44629
73 C 1.19988 -2.51650 6.20236
74 C 0.58143 -3.84451 6.65382
75 C 1.00652 -5.11229 5.90336
76 F 0.64784 -5.03470 4.60389
77 F 0.38444 -6.17110 6.45855
78 F -0.75926 -3.75440 6.68344
79 F 1.02905 -4.03906 7.93143
80 O 0.40489 -1.70920 5.35714
81 C 0.42642 -1.80527 4.00477
82 C -0.96245 -2.13864 3.44458
83 F -1.39228 -3.31820 3.92049
84 F -0.85409 -2.24091 2.08721
85 F 1.35739 -2.66631 3.55245
86 F 0.74078 -0.58045 3.50306
87 H 1.29587 -1.93446 7.11702
88 H 2.20094 -2.67019 5.79866
89 H 2.08807 -5.25439 5.97428
90 H -1.67689 -1.35660 3.69360

Calculated values
Total charge = +1
E_LUMO = -0.10992 Eh
Multiplicity = 1
Highest occupied orbital energy = -12.716 eV

=====

[2]
A structure of composition C24H32FN7NiO4S. Source: the Open Molecules 2025 dataset; level of theory: ωB97M-V/def2-TZVPD.

CARTESIAN COORDINATES (ANGSTROEM)
1 Ni -0.18534 -0.02673 0.22237
2 F 6.13426 -2.45219 0.42173
3 C 4.98677 -3.16439 0.36786
4 C 3.81079 -2.48282 0.28533
5 C 2.59169 -3.16277 0.20688
6 C 1.33635 -2.42296 0.09992
7 O 1.39617 -1.16535 -0.01774
8 C 0.15118 -3.20416 0.12107
9 C 0.26033 -4.56509 0.15570
10 N 1.41522 -5.25407 0.17849
11 C 1.38700 -6.70861 0.17968
12 C 0.45629 -7.40176 -0.76158
13 C 1.93182 -7.43878 -1.01399
14 C 2.61480 -4.56043 0.23459
15 C 3.83262 -5.23949 0.34404
16 C 5.04161 -4.56916 0.38858
17 N 6.24773 -5.30276 0.49056
18 C 6.44784 -6.44523 -0.39634
19 C 7.11804 -7.56734 0.40040
20 N 7.94916 -6.92771 1.48699
21 C 8.60429 -5.67836 0.96802
22 C 7.51390 -4.61861 0.76116
23 C -1.27724 -2.68733 0.05474
24 O -2.17896 -3.49616 0.01203
25 O -1.42711 -1.40206 0.02656
26 H 3.81718 -1.40134 0.26037
27 H -0.65540 -5.14213 0.14244
28 H 1.53435 -7.14313 1.16063
29 H -0.13850 -6.78210 -1.41982
30 H -0.04418 -8.29171 -0.40909
31 H 2.31151 -6.84565 -1.83717
32 H 2.46319 -8.36489 -0.83343
33 H 3.81246 -6.31701 0.42049
34 H 7.06061 -6.16705 -1.26133
35 H 5.50566 -6.80887 -0.78666
36 H 7.78563 -8.16194 -0.21875
37 H 6.40026 -8.22338 0.88598
38 H 8.63417 -7.58770 1.85149
39 H 7.33071 -6.66914 2.25569
40 H 9.10528 -5.95825 0.04495
41 H 9.35176 -5.34271 1.68025
42 H 7.83334 -3.95427 -0.04377
43 H 7.40683 -4.02137 1.66357
44 C 2.18694 -1.59805 5.44702
45 C 0.67684 -1.72281 5.22246
46 C 0.18514 -0.74354 4.20187
47 N 0.35316 -0.86581 2.93740
48 N -0.17107 0.19147 2.22595
49 C -0.72570 1.11011 2.97664
50 N -1.28322 2.24688 2.49903
51 S -0.64252 0.72961 4.64921
52 H 2.51734 -2.32210 6.19146
53 H 2.45155 -0.60137 5.80536
54 H 2.72427 -1.78090 4.51556
55 H 0.14250 -1.56986 6.15980
56 H 0.42647 -2.72203 4.86706
57 H -1.37973 2.34824 1.50273
58 H -1.91965 2.76758 3.07542
59 C 0.06191 4.58663 -0.31106
60 N 1.30501 3.82115 -0.44779
61 C 2.60023 4.50573 -0.59934
62 C 1.26473 2.51264 -0.39432
63 O 0.20424 1.86275 -0.24524
64 H 0.24509 5.61095 -0.61662
65 H -0.28244 4.58066 0.72294
66 H -0.70970 4.15715 -0.94527
67 H 2.41839 5.56519 -0.73808
68 H 3.13158 4.13435 -1.47301
69 H 3.21960 4.37692 0.28533
70 H 2.22577 2.00574 -0.51490

Calculated values
Expectation value of S² = 2.00
Total charge = +2
E_LUMO (spin up / spin down) = -0.17635 / -0.17675 Eh
Multiplicity = 3
Highest occupied orbital energy (spin up / spin down) = -13.150 / -13.128 eV

=====

[3]
The molecule C24H32N2O4S. Source: the Open Molecules 2025 dataset; level of theory: ωB97M-V/def2-TZVPD.

CARTESIAN COORDINATES (ANGSTROEM)
1 C -5.53432 -3.12215 0.95316
2 O -5.24537 -2.17281 -0.04363
3 C -6.03126 -1.00028 0.01548
4 C -5.51679 -0.00517 1.06629
5 N -4.12499 0.29988 0.82322
6 C -3.76081 1.30210 -0.02552
7 S -4.87332 2.42216 -0.53707
8 N -2.45599 1.38748 -0.37697
9 C -2.01915 2.30798 -1.40608
10 C -0.95635 3.25494 -0.86514
11 C 0.13259 2.48951 -0.17328
12 C 1.40168 3.02542 -0.02584
13 C 2.41371 2.37180 0.66601
14 O 3.61395 3.01748 0.66080
15 C 4.80104 2.32014 0.97039
16 C 2.11048 1.16125 1.31843
17 O 3.07915 0.57933 2.09371
18 C 2.80684 -0.66206 2.69637
19 C 0.84323 0.62435 1.15585
20 C -0.12760 1.24175 0.37446
21 C -1.42517 0.50687 0.13310
22 C -1.24280 -0.67999 -0.86661
23 O -0.30269 -1.63691 -0.45698
24 C 1.01707 -1.51922 -0.80895
25 C 1.83935 -2.53572 -0.32096
26 C 3.20067 -2.52397 -0.56152
27 C 4.08733 -3.60945 -0.02945
28 C 3.74552 -1.47859 -1.30087
29 C 2.94202 -0.47287 -1.80778
30 C 3.52022 0.66553 -2.59288
31 C 1.57231 -0.50164 -1.56774
32 H -6.59081 -3.41316 0.92524
33 H -5.29737 -2.75404 1.95788
34 H -4.91495 -3.99062 0.73634
35 H -5.94690 -0.54179 -0.97339
36 H -7.08359 -1.24424 0.20876
37 H -5.60130 -0.42205 2.07323
38 H -6.09277 0.91898 1.00695
39 H -3.55865 -0.53744 0.80604
40 H -2.89188 2.86449 -1.75084
41 H -1.61342 1.73804 -2.24983
42 H -0.55040 3.86014 -1.67648
43 H -1.41868 3.93327 -0.14193
44 H 1.64102 3.98038 -0.46768
45 H 4.88520 2.11761 2.03967
46 H 5.60950 2.98239 0.66000
47 H 4.86638 1.37921 0.41906
48 H 3.72545 -0.93903 3.21197
49 H 1.99486 -0.58490 3.42685
50 H 2.56379 -1.42474 1.95052
51 H 0.59605 -0.30951 1.63387
52 H -1.74109 0.09199 1.09599
53 H -1.00344 -0.29224 -1.86083
54 H -2.19464 -1.22015 -0.93712
55 H 1.38375 -3.32690 0.25549
56 H 4.53397 -4.16610 -0.85246
57 H 4.89734 -3.18397 0.56132
58 H 3.52674 -4.30287 0.59204
59 H 4.81125 -1.45622 -1.47806
60 H 4.59155 0.54201 -2.72901
61 H 3.33860 1.60728 -2.07578
62 H 3.05024 0.72974 -3.57324
63 H 0.97359 0.30734 -1.95456

Calculated values
SMILES string = COCCNC(=S)N1CCc2cc(OC)c(OC)cc2[C@@H]1COc1cc(C)cc(C)c1
Total charge = 0
E_LUMO = 0.02195 Eh
Multiplicity = 1
ΔE to the lowest compared entry with this formula, charge and spin = 50.4 kcal per mole
Highest occupied orbital energy = -7.984 eV